1.
102
Properties=species:S:1:pos:R:3 method="wB97M-V/def2-TZVPD" e_tot_ha=-3943.09966 total_charge=-1 homo_lumo_gap_ev=3.1150
C 3.42 10.16 2.66
O -2.99 0.89 -3.57
C -1.83 -9.00 -4.44
O 0.12 0.21 8.20
C 2.17 8.12 2.82
H 0.02 8.05 2.50
H -5.25 -3.93 1.38
H -0.32 0.59 -7.73
C -5.54 -8.76 -3.62
C 0.77 7.62 3.15
H -5.26 -11.41 -4.99
O -6.35 -9.89 -4.01
O -3.41 -3.64 2.31
C 3.27 -1.00 6.23
H -6.39 -2.38 2.59
O -4.44 -0.78 -3.43
H 9.35 3.83 0.67
H -4.85 -11.32 -3.23
C -5.05 -0.05 2.51
O -2.49 2.49 -10.13
C -3.19 3.66 -9.68
O 9.81 2.71 2.94
H -6.41 -11.85 -3.72
H -4.25 3.46 -9.83
C 10.11 2.50 4.32
O 4.52 9.62 2.41
H -6.08 -7.83 -3.76
H -0.61 1.20 -11.34
H -1.75 -7.97 -4.09
H -4.76 0.30 3.50
H 7.75 4.45 0.98
H -1.03 2.61 -8.67
H 0.57 8.02 4.14
H -0.66 3.52 -10.03
C 6.43 2.39 0.70
O -5.39 1.40 -3.79
H -0.69 -1.03 -7.98
O 7.88 2.41 0.68
H -0.99 1.66 9.10
H 3.84 -0.44 6.97
O -4.15 0.20 -5.53
C -0.33 1.29 -10.29
H 3.67 -2.01 6.34
C 8.76 3.57 2.67
H -5.19 -4.64 2.98
H -0.85 -1.05 6.89
C -4.82 -3.81 2.37
C -1.10 2.56 -9.76
H -3.07 3.90 -8.62
H -4.29 -8.62 -5.46
V -1.17 -1.29 -0.36
H -1.57 -4.69 2.48
H -3.89 -7.51 -4.22
O -0.33 -0.43 0.65
H 1.92 -1.69 8.18
H -0.96 -9.55 -4.07
H -1.96 0.50 8.32
H 11.04 1.96 4.44
O -0.78 0.08 -9.70
C -1.05 0.59 8.93
H 0.74 6.54 3.26
H -5.37 -2.42 4.01
O 1.89 -0.85 6.31
H 6.09 2.72 1.69
H 2.94 7.71 3.47
C -5.35 -2.43 2.92
H -6.10 0.21 2.37
H 6.19 1.33 0.61
H 2.38 7.84 1.79
F 4.40 12.29 3.26
H 0.94 -0.43 -8.54
F 2.33 11.98 3.92
H -2.82 4.54 -10.21
S -4.27 0.50 -4.11
H 8.92 4.56 3.10
F 2.80 12.31 1.86
H 7.89 3.22 3.23
H -2.79 -5.47 1.35
O -4.67 -1.40 2.20
H 10.20 3.47 4.81
O -3.10 -9.43 -4.01
H 3.59 -0.90 5.19
H 9.33 2.07 4.96
C -0.08 -1.06 7.66
C -0.12 -0.22 -8.44
C 8.42 3.62 1.20
C 1.29 -1.67 7.29
H -1.74 -9.00 -5.53
H 6.02 2.97 -0.13
H -1.12 -0.01 9.84
C -5.62 -11.16 -3.98
H 0.75 1.32 -10.22
O -0.33 -2.37 -1.18
C -2.61 -4.85 2.23
H 1.23 -2.69 6.89
H -4.63 0.54 1.69
H -5.41 -8.74 -2.54
H -2.98 -5.55 2.98
O 2.24 9.49 2.88
C -4.17 -8.55 -4.38
C 3.26 11.71 2.91
H -0.50 -1.71 8.42

2.
96
Properties=species:S:1:pos:R:3 method="wB97M-V/def2-TZVPD" e_tot_ha=-1988.02579 total_charge=0 smiles="CNC(C)=O.CNC(C)=O.CNC(C)=O.CNC(C)=O.CNC(C)=O.CNC(C)=O.CNC(C)=O.CNC(C)=O" homo_lumo_gap_ev=9.6227
H 4.12 5.86 -8.28
C -0.31 2.69 -1.30
H -0.14 -5.97 -2.45
H 0.99 1.38 -0.09
O 0.19 9.95 3.33
N -3.80 -7.86 5.70
H 5.23 4.46 -8.69
C -6.37 1.72 -2.65
H -1.32 7.32 2.44
C -0.35 9.10 2.65
C -1.17 7.56 4.50
H -4.66 -6.24 6.56
O 3.57 4.38 -10.90
H -2.89 -7.82 6.15
H -0.43 6.82 4.81
H -6.24 -9.36 5.39
H 0.98 9.55 0.86
H 1.47 -8.67 4.64
C 2.77 -8.57 3.12
H -4.01 -3.59 -4.56
H -2.90 -5.05 -3.15
H 5.35 4.64 -12.97
C -0.69 -5.16 -1.97
C -5.33 -9.62 4.85
C -4.75 -6.80 5.63
H 3.02 -10.26 1.83
H 5.84 6.14 -8.41
N 6.52 4.37 3.41
H -5.28 -10.71 4.90
H 7.09 4.70 4.18
H -0.62 -0.21 1.95
H 1.86 -6.69 5.70
H 2.07 -10.70 3.21
C 5.02 5.53 -8.79
H -2.11 7.01 4.57
C -0.14 0.76 2.00
H -7.05 -1.49 0.49
H -0.72 9.33 0.44
H 7.17 2.44 3.75
C -6.90 -0.11 -1.05
H -5.86 1.20 -3.45
N 0.16 1.96 -0.10
H 0.10 -4.61 -1.45
C 2.50 -6.83 4.82
C 0.05 9.06 1.16
H -7.41 1.81 -2.99
O 3.76 -7.94 2.63
H 5.85 2.55 2.54
H -0.37 1.24 2.95
H -1.39 8.44 5.10
H 3.81 5.49 -13.04
O 5.58 5.08 1.50
H 0.24 8.01 0.94
O -1.57 2.36 1.21
C 6.74 3.03 2.95
C -0.57 1.76 0.99
H -5.33 -1.14 0.11
C 4.79 5.48 -12.56
H 3.57 -6.83 5.03
H 5.42 6.83 -10.42
H -0.58 3.71 -1.01
C 6.12 6.73 3.13
H -1.24 2.18 -1.56
O -7.62 -0.82 -1.77
N -1.01 8.02 3.10
H -5.80 -7.10 5.55
H 7.16 7.05 3.18
H -5.90 1.54 -0.63
N -6.35 1.06 -1.39
O -0.19 -3.50 -3.50
H -1.54 -5.46 -1.36
H 2.26 -6.02 4.13
H 0.94 0.76 1.86
C -3.99 -9.13 5.38
H 1.32 -9.78 2.00
H 5.73 6.94 4.12
H -5.49 -9.41 3.79
C 4.32 5.28 -11.10
H -4.69 -6.17 4.74
H -2.51 -3.80 -5.51
H 7.57 3.03 2.24
H 5.31 6.40 -12.85
O -3.04 -9.97 5.37
N 2.21 -8.13 4.22
C -2.92 -3.52 -4.53
H -5.91 2.70 -2.75
N 5.01 5.95 -10.16
C -1.08 -4.17 -2.99
H 5.58 7.25 2.34
N -2.36 -4.23 -3.40
C -6.33 -0.72 0.20
C 2.27 -9.88 2.52
H 0.38 2.57 -2.13
C 5.96 5.29 2.62
H -6.26 0.08 0.93
H -2.48 -2.52 -4.51

3.
91
Properties=species:S:1:pos:R:3 method="wB97M-V/def2-TZVPD" e_tot_ha=-3315.08028 total_charge=0 homo_lumo_gap_ev="4.5669 / 5.4318" spin_multiplicity=5
H 0.01 4.94 -3.19
H 3.64 0.45 4.29
H 0.76 -1.47 0.80
C 2.15 -2.31 5.15
H 2.80 0.99 -2.29
Si 0.05 0.44 5.08
C 0.01 3.14 -2.09
H -1.61 -2.75 5.73
Te 0.15 1.08 2.73
C 0.00 1.03 -3.43
C -3.31 0.94 5.74
C -2.42 -2.03 5.55
C 0.01 3.86 -3.27
C 3.33 -0.41 1.22
H 0.02 3.79 -5.42
H 2.97 -0.90 8.14
H -1.13 0.57 8.38
C -1.64 -0.34 8.02
H -3.05 1.97 6.04
H -2.67 -2.03 4.48
H 1.74 4.74 4.60
H 3.11 -1.34 1.77
C -1.31 3.82 4.23
H -2.84 1.53 -1.76
H -3.55 0.93 4.66
P 2.39 -0.44 -0.35
C -0.54 -3.05 2.59
C -2.88 1.49 -0.67
H -2.26 3.40 4.59
H 0.34 -3.49 3.08
H 0.01 1.29 -5.55
H 4.11 1.14 -1.04
H 4.39 0.01 5.85
H -3.08 -1.20 -2.14
H -0.73 2.69 7.24
H -2.20 2.25 -0.28
H 2.50 1.96 -0.80
H 2.65 -2.75 -0.98
H -4.21 -0.01 1.46
H 3.01 0.46 1.81
N -0.02 1.10 -0.96
C -3.14 -0.21 1.58
C 0.21 3.05 6.77
C 0.48 -4.19 0.56
H -1.34 3.85 3.13
H 4.15 -1.79 -1.25
H 1.25 -3.82 -0.14
H -4.47 -0.88 -1.06
C 3.02 1.07 -1.21
H 2.76 -1.65 -2.38
Pd 0.08 -0.63 0.01
C 3.06 -1.80 -1.34
H 0.30 4.14 6.95
H 0.95 -4.71 1.39
H 1.84 3.70 3.14
Si 2.00 -0.58 5.88
H -2.64 -0.40 8.50
C 1.78 3.70 4.24
H 1.58 0.22 8.25
C -0.54 -3.19 1.09
C -3.44 -1.24 -1.11
C 0.00 1.69 -2.15
H 4.40 -0.35 0.96
H 0.01 3.58 -1.10
H -3.31 -2.34 6.12
H -2.98 -1.22 2.00
C 1.94 -0.71 7.79
H -1.20 4.85 4.61
H -4.21 0.62 6.31
C 0.01 3.20 -4.51
P -2.36 -0.17 -0.10
H -1.40 -3.70 2.83
C 0.01 1.80 -4.57
H 1.30 -1.55 8.11
C 3.50 0.46 5.38
Si -1.92 -0.29 6.13
H 1.07 2.55 7.24
H -3.37 -2.26 -0.74
H -1.05 -1.22 8.31
H 2.04 -2.30 4.06
H -0.02 -0.06 -3.43
H -3.90 1.70 -0.34
H 2.69 3.23 4.64
H -0.73 -2.04 3.00
H -0.19 -4.90 0.05
H -2.67 0.55 2.23
Si 0.20 2.83 4.85
H 3.14 -2.72 5.40
H 1.39 -2.99 5.56
H 3.41 1.50 5.72
O -1.40 -2.67 0.39

4.
112
Properties=species:S:1:pos:R:3 method="wB97M-V/def2-TZVPD" e_tot_ha=-4926.94898 total_charge=+1 homo_lumo_gap_ev=8.7323
O -0.09 6.89 2.58
H 1.78 1.47 2.23
C -8.84 -4.81 -0.14
C 0.93 -3.54 -5.08
H -2.64 -2.66 -1.97
H 0.37 -3.88 -5.95
H 0.89 -4.30 -4.30
H -2.36 5.51 3.11
H -4.68 1.29 1.86
C -0.47 2.00 0.46
C -0.57 -0.51 -0.39
F 3.03 -3.87 1.37
C -1.86 -0.78 -1.19
H -0.63 7.63 2.27
O -4.23 -2.77 -0.07
H -5.08 -4.63 -0.46
H -3.83 0.52 0.57
H -2.33 1.78 -0.67
H 7.93 -0.99 -4.07
C -3.69 1.09 1.48
H 1.97 -3.36 -5.38
C -0.78 -1.14 0.99
H 4.71 2.01 -0.54
H -2.72 -0.96 -0.56
H -8.69 -4.26 -1.07
N 0.18 0.12 -3.24
C 1.93 2.43 -0.15
O -0.58 -4.99 -0.80
N 0.01 0.89 -0.46
H -1.17 1.01 2.27
H 1.07 0.19 -3.73
C 3.12 -1.41 -1.05
H 1.99 5.11 0.97
H 7.19 -1.34 -2.49
H -9.46 -3.26 0.87
H 0.50 3.95 -1.71
H 3.07 2.35 3.54
F 2.13 -1.65 -1.93
O 4.56 2.94 -0.76
C -1.93 2.42 0.10
H -2.18 -0.02 -1.89
H 6.19 -1.34 -3.97
C 7.04 -0.86 -3.46
H 3.73 2.37 -3.25
H 0.37 -5.00 -0.68
P -0.70 5.61 1.85
O -8.77 -3.92 0.97
C 0.53 3.14 0.11
O 0.32 -2.32 -4.63
H -8.06 -5.55 -0.03
H 2.85 1.55 5.07
H -0.62 -2.20 0.88
H -2.81 2.99 2.07
H -1.61 -1.79 -3.06
C 0.98 2.05 4.10
H -5.99 -3.22 -1.02
H 1.91 0.84 -1.40
H 2.99 5.26 3.81
H -1.79 -1.02 1.35
H 2.50 2.60 0.77
H -1.63 2.00 -3.66
H -0.68 -7.06 -0.64
H 4.15 5.09 4.89
C 1.50 0.96 -0.38
H -3.70 -3.14 0.64
H -0.54 0.07 -3.95
F 4.41 -3.27 -1.62
H -1.95 3.40 -0.36
P 0.01 1.54 -2.35
H 0.59 1.42 4.89
F 1.51 -3.36 -0.10
H -9.81 -5.31 -0.17
O 6.81 0.54 -3.31
H -0.12 -0.80 1.77
O 3.77 0.45 0.67
C 3.79 -2.71 -0.56
H -5.96 -3.62 0.71
I -4.63 3.62 0.26
H 0.79 0.27 3.01
H -3.16 0.54 2.26
H 0.16 -1.15 -0.86
O -1.66 4.88 2.90
P 1.00 4.30 1.55
C -0.44 1.75 1.98
H -2.17 -6.16 -0.31
C -3.03 2.43 1.18
H 1.74 4.23 5.24
C 2.45 2.34 4.44
C -1.72 -2.09 -2.03
H 6.02 0.64 -2.77
C -1.10 -6.17 -0.18
F 2.97 -4.99 -0.49
S 2.58 -0.29 0.36
H 0.48 3.01 4.09
F 4.74 -2.41 0.34
O 0.12 4.11 -0.84
C 2.68 3.71 5.10
H -0.87 -6.17 0.89
O 2.90 2.29 -2.75
O 2.13 -1.13 1.42
C -5.38 -3.61 -0.21
C 2.79 -3.76 0.05
H 0.81 -2.02 -3.86
C 0.83 1.32 2.74
H -0.89 -2.72 -1.70
F 4.06 -0.70 -1.72
H -0.79 2.65 2.48
H 3.16 3.53 6.06
O -1.46 6.03 0.66
O -1.49 2.06 -2.70
P 3.08 3.20 -1.38
N 3.56 4.56 4.26

5.
93
Properties=species:S:1:pos:R:3 method="wB97M-V/def2-TZVPD" e_tot_ha=-1801.20149 total_charge=-1 homo_lumo_gap_ev=3.1898
C 4.03 -4.39 3.67
O -2.65 3.78 1.52
C -3.95 3.32 1.81
H -1.52 -1.34 -7.78
O 2.64 -4.06 6.55
H 0.75 5.89 4.95
H -4.03 3.09 2.88
O 1.48 2.35 -5.10
H 3.00 1.79 -1.57
O -0.28 -3.35 0.29
H 1.83 -5.23 4.25
C -2.93 -1.10 -4.83
O 2.90 -3.54 3.67
C 0.12 1.86 -3.13
F 0.74 7.46 6.24
H -3.21 -0.81 -7.59
H 0.43 0.58 -4.83
H 3.50 2.20 -5.31
H -1.50 5.61 3.21
H 0.66 -4.11 6.11
H -0.22 -5.97 -0.28
C -3.13 2.78 -1.47
C 2.05 -5.46 0.44
O -2.29 -3.44 -4.61
C -1.33 2.39 0.03
H 0.99 -2.19 1.39
H 1.67 -2.75 -0.15
C 0.23 6.84 5.04
C 0.77 -2.39 0.34
C 2.11 2.31 -1.91
H 1.60 7.50 3.51
H -1.51 -4.08 -1.15
H -0.54 1.64 0.03
H -2.57 3.02 -2.38
H 3.08 -5.10 0.53
C -2.40 -1.38 -7.13
H 0.88 -3.84 3.70
H 2.39 2.99 -2.72
H -3.04 -0.19 -4.23
H -3.12 -2.35 -3.11
O 1.62 -5.25 -0.89
H -0.11 7.70 3.08
H 3.86 -2.52 5.85
H 2.57 0.90 -6.10
C -1.75 5.41 4.26
H -0.05 -3.31 -1.77
H -3.32 3.70 -0.91
H -1.83 7.47 4.94
H 2.78 0.92 -4.32
C 2.64 1.54 -5.21
H -2.71 -2.42 -7.01
C 0.61 7.76 3.89
H -1.00 -4.51 -5.77
H -2.02 1.87 2.00
H 4.18 -4.88 4.64
H 0.02 -5.77 -2.02
C -1.25 6.56 5.14
H -4.23 2.45 1.22
H -0.35 -4.04 -4.18
C 0.34 1.65 -4.61
O -2.43 1.83 -0.69
H 0.45 -1.45 -0.14
H -4.09 2.34 -1.75
H 1.69 2.89 -1.08
H -0.53 2.03 -5.16
C -0.44 -3.96 -0.98
H -0.96 3.28 -0.50
H -0.50 -2.84 -5.49
H -0.02 2.92 -2.91
C -1.69 2.76 1.45
C 1.76 -4.13 4.29
H 3.21 -2.30 7.49
H -0.79 1.33 -2.84
H -3.92 -1.36 -5.23
O 1.18 1.33 -2.35
C 1.57 -3.66 5.71
H -4.64 4.14 1.59
H 1.43 -4.91 1.16
H 4.91 -3.77 3.46
H 0.68 8.77 4.27
H -1.45 -1.90 -3.49
H 3.94 -5.15 2.89
H -1.16 4.53 4.56
C 0.22 -5.32 -1.04
H -0.79 3.14 1.95
H 2.03 -6.53 0.69
H -1.44 6.29 6.18
O -2.03 -0.81 -5.89
C 3.60 -3.04 6.77
H 1.45 -2.58 5.74
C -2.41 -2.20 -3.93
H 4.49 -3.50 7.19
C -0.96 -3.71 -5.03